# C6H9NO4

A 2-piece molecular cluster, C6H9NO4 overall in a non-equilibrium geometry (ωB97M-V/def2-TZVPD, the OMol25 dataset).

The total charge is 0. The calculation puts the relative energy (zero: lowest compared OMol25 entry of this formula, charge and spin) at 166.5 kcal per mole.

Cartesian coordinates (Å):
C: 1.125 -0.552 -1.439
C: 0.743 0.835 -1.234
C: 2.481 -0.989 -0.924
C: -2.749 0.350 0.479
C: -1.448 -0.336 0.657
C: -0.338 0.652 0.613
N: 0.794 0.543 1.379
O: 1.453 1.491 1.707
O: 0.287 -1.346 -1.820
O: 0.670 1.916 -1.661
O: 1.202 -0.582 1.688
H: 3.248 -0.154 -0.967
H: 2.279 -1.401 -0.033
H: 2.966 -1.780 -1.580
H: -2.608 1.431 0.341
H: -3.540 0.301 1.347
H: -3.255 0.034 -0.333
H: -1.195 -1.060 1.488
H: -1.311 -0.984 -0.196
H: -0.806 1.631 0.488

Results of the natural (NBO) charge analysis, in e, for atoms 1 through 8: number 1, C, carries 0.43; number 2, C, carries 0.63; number 3, C, carries -0.70; number 4, C, carries -0.59; number 5, C, carries -0.50; number 6, C, carries -0.12; number 7, N, carries 0.46; number 8, O, carries -0.39